Record 1
A structure of composition C19H13BF4N5O2Ru, computed with ωB97M-V/def2-TZVPD.

Geometry as XYZ:
```
45
Properties=species:S:1:pos:R:3:forces:R:3:mulliken_charge:R:1
Ru -0.261345 -0.908682 1.709466 -0.1 -0.1 0.1 1.066
C -3.078466 0.354146 2.986973 0.0 0.0 0.0 -1.110
O -2.364461 0.133030 1.763378 0.0 0.0 0.0 0.123
C -2.768290 0.796661 0.632595 0.0 0.0 0.0 0.808
C -3.972730 1.467275 0.525463 0.0 0.0 0.0 -0.689
C -4.303336 2.073319 -0.678749 0.0 0.0 0.0 -0.655
C -3.439731 2.004731 -1.761311 0.0 0.0 0.0 -0.768
C -2.230326 1.341105 -1.643262 0.0 0.0 0.0 -0.361
C -1.879554 0.746049 -0.439582 0.0 0.0 0.0 -0.033
N -0.650079 0.070389 -0.227970 0.1 -0.1 0.1 0.474
N 0.231443 0.299096 -1.110163 0.0 0.1 -0.1 -0.206
C 1.431250 -0.304802 -1.156476 -0.1 -0.1 0.1 -0.319
C 1.778678 -1.463394 -0.407000 -0.1 0.1 -0.1 1.360
O 0.988177 -1.977790 0.472056 0.0 0.0 0.0 -0.797
C 3.020247 -2.111900 -0.670660 0.1 -0.1 0.0 -0.690
C 3.879878 -1.608800 -1.584683 0.0 0.0 0.0 -0.793
C 3.589896 -0.426367 -2.334985 0.0 0.1 0.0 0.762
C 4.512485 0.087188 -3.263765 0.0 0.0 0.0 -0.838
C 4.228384 1.224520 -3.974432 0.0 0.0 0.0 -0.552
C 3.007633 1.881275 -3.767626 0.0 0.0 0.0 -0.672
C 2.093306 1.399426 -2.862128 0.0 0.0 0.0 -0.516
C 2.362522 0.230051 -2.131505 0.1 0.0 -0.1 0.584
H -4.094615 -0.028143 2.898593 0.0 0.0 0.0 0.392
H -3.080462 1.417315 3.224169 0.0 0.0 0.0 0.424
H -2.541134 -0.195361 3.751844 0.0 0.0 0.0 0.286
H -4.652331 1.519986 1.362869 0.0 0.0 0.0 0.411
H -5.247145 2.593802 -0.767387 0.0 0.0 0.0 0.404
H -3.708034 2.467056 -2.701117 0.0 0.0 0.0 0.395
H -1.546772 1.278458 -2.477347 0.0 0.0 0.0 0.470
H 3.240599 -3.002436 -0.098251 0.0 0.0 0.0 0.438
H 4.828121 -2.102771 -1.762448 0.0 0.0 0.0 0.377
H 5.453873 -0.430138 -3.404514 0.0 0.0 0.0 0.390
H 4.941662 1.618279 -4.685810 0.0 0.0 0.0 0.393
H 2.784410 2.784261 -4.320796 0.0 0.0 0.0 0.408
H 1.164184 1.925214 -2.695807 0.0 0.0 0.0 0.434
F 0.162631 2.365231 1.904489 0.0 0.0 0.0 -0.389
B 0.876595 1.509595 2.697924 0.0 -0.1 0.0 0.562
F 1.771694 2.059086 3.538265 0.0 0.0 0.0 -0.276
F -0.073571 0.646989 3.411916 0.0 0.0 0.0 -0.394
F 1.514416 0.502610 1.823325 0.0 0.0 0.0 -0.275
N -1.395242 -6.404094 4.774298 0.0 0.0 0.0 -0.454
C -1.713481 -5.500422 4.132023 0.0 0.0 0.0 0.473
N -2.159238 -4.508480 3.373025 -0.1 0.0 0.0 -0.544
C -1.578701 -3.436592 3.123568 0.1 0.0 -0.1 0.570
N -1.123040 -2.385971 2.821532 0.0 0.1 0.0 -0.672
```
Forces are in eV/Å.

## Properties
2S+1	6
energy relative to the best compared isomer or geometry (same formula, charge and spin)	0.00	kJ/mol
HOMO level (spin up / spin down)	-8.5734 / -8.6736	eV
<S²>	8.77

***

Record 2
A cluster of 3 separate species, C3H10NO3S in total in a non-equilibrium geometry, computed with ωB97M-V/def2-TZVPD.

Geometry as XYZ:
```
18
Properties=species:S:1:pos:R:3:forces:R:3:mulliken_charge:R:1
C -1.177216 -0.460285 -1.113741 0.5 -1.6 -0.4 -0.588
C 0.033943 0.238546 -0.463329 0.1 1.3 -1.1 -0.830
S 1.773816 -0.107862 -0.906488 -0.3 -0.8 0.2 -0.464
C -1.593274 -1.597672 -0.180686 -0.8 1.3 0.0 0.489
N -0.797939 -2.728346 -0.134976 1.5 -0.1 1.4 -0.647
O -2.544095 -1.489876 0.576351 0.1 -0.2 -0.1 -0.627
H -1.004832 -0.903107 -2.106160 0.7 0.1 0.2 0.292
H -1.944099 0.273165 -1.316473 -0.6 -0.1 0.6 0.302
H -0.058747 0.210400 0.609073 -0.5 -0.2 0.3 0.254
H -0.097403 1.295400 -0.735589 -0.2 -0.3 0.3 0.314
H -0.644257 -2.930700 0.868265 -0.8 -0.4 -0.7 0.257
H 0.167709 -2.599877 -0.446207 -0.3 0.4 -0.7 0.325
H 1.484016 0.489068 1.716229 0.1 0.0 -0.1 0.342
H 0.568735 1.642459 2.189123 0.2 -0.3 0.0 0.347
O 1.109413 0.905373 2.510248 -0.1 0.3 0.1 -0.684
H 1.486836 2.759616 -1.132470 0.2 -0.6 0.0 0.313
H 1.718401 2.082741 0.255559 0.2 -0.1 -0.9 0.290
O 1.518985 2.920958 -0.188736 -0.2 1.2 0.8 -0.683
```
Forces are in eV/Å.

## Properties
energy relative to the best compared isomer or geometry (same formula, charge and spin)	63.00	kJ/mol
total charge	-1
HOMO level	-3.4845	eV

***

Record 3
The molecule C5H7Br in a non-equilibrium geometry, computed with ωB97M-V/def2-TZVPD.

Geometry as XYZ:
```
13
Properties=species:S:1:pos:R:3:forces:R:3:mulliken_charge:R:1
Br 2.855508 -2.148611 1.215344 0.2 0.0 -0.6 -0.158
C 1.501980 -0.908076 0.772239 -0.2 -1.0 -1.1 -0.612
C 1.020361 -0.491625 -0.403246 2.4 -0.1 1.5 -0.271
C 0.025999 0.569316 -0.355286 0.4 1.5 -4.4 0.398
C -1.368549 0.167443 -0.781151 -0.2 1.3 0.6 -0.642
C -1.033916 0.828124 0.560805 -0.3 -3.6 0.3 -0.676
H 0.980785 -0.722763 1.655776 -0.7 0.8 1.3 0.254
H 1.578054 -0.702559 -1.325865 -0.6 0.0 0.2 0.341
H 0.281776 1.430950 -0.991772 0.6 -0.2 0.6 0.261
H -1.966450 0.833951 -1.381544 0.2 -0.1 -0.5 0.271
H -1.463891 -0.860697 -1.000487 -0.5 -1.0 0.5 0.286
H -1.362909 1.785006 0.611180 -0.9 2.6 0.5 0.283
H -1.048746 0.219542 1.424007 -0.3 -0.3 1.0 0.264
```
Forces are in eV/Å.

## Properties
energy relative to the best compared isomer or geometry (same formula, charge and spin)	112.21	kJ/mol
SMILES	Br/C=C/C1CC1
HOMO level	-8.9559	eV

***

Record 4
The ion C13H19BrFN2 with charge +1 in a non-equilibrium geometry, computed with ωB97M-V/def2-TZVPD.

Geometry as XYZ:
```
36
Properties=species:S:1:pos:R:3:forces:R:3:mulliken_charge:R:1
C 4.453674 0.680273 0.843752 -1.4 -0.6 0.1 -1.014
C 3.700147 0.705738 -0.605440 1.0 1.4 2.0 0.485
F 4.482599 1.637995 -1.410331 -1.5 -1.6 0.8 -0.358
C 2.251749 1.339340 -0.351676 -0.5 0.0 -1.6 -1.284
C 1.045423 0.268607 -0.297950 -0.2 0.3 0.0 0.123
N 0.792005 -0.432860 -1.579533 0.2 0.4 0.8 -0.128
C -0.277774 -1.467895 -1.500956 0.8 -1.6 -0.5 -1.091
C -1.041512 -1.591340 -0.098655 -3.1 0.5 -1.5 0.415
C -2.280904 -0.556840 0.004926 -3.2 3.0 -0.1 0.294
C -2.611491 0.468697 -1.142942 -1.9 0.0 2.8 -0.282
C -3.791953 1.487054 -1.019000 0.2 -1.8 2.5 -0.520
C -4.711364 1.574421 0.231038 3.7 -3.5 -0.3 -0.428
C -4.410165 0.534146 1.372948 1.8 0.6 -3.1 -0.538
C -3.238792 -0.492423 1.243865 -0.5 2.1 -1.8 -0.416
N -0.192022 -1.407977 1.129474 0.9 -0.9 1.3 -0.007
C 1.163056 -0.806772 0.890892 1.5 2.1 0.2 -0.671
Br 2.425078 -2.301611 0.572200 -0.7 0.8 0.1 -0.038
H 3.606636 0.727729 1.634549 1.5 -0.1 -1.1 0.223
H 5.002989 -0.299603 1.038900 -0.4 1.6 -0.4 0.241
H 5.077795 1.619427 1.007318 -0.7 -1.4 -0.5 0.354
H 3.700996 -0.323331 -1.094271 0.0 1.6 0.4 0.181
H 2.023787 2.006079 -1.271559 0.2 -1.1 1.4 0.392
H 2.203625 2.049828 0.554250 0.3 -1.4 -1.3 0.473
H 0.096625 0.902424 -0.084093 1.4 -1.1 0.0 0.234
H 1.669386 -0.802596 -1.992377 -1.0 0.2 0.5 0.399
H 0.233907 -2.490864 -1.688844 -1.0 1.5 0.4 0.346
H -1.032778 -1.358896 -2.370612 1.0 -0.1 1.8 0.405
H -1.471509 -2.662771 -0.041277 0.7 1.8 0.0 0.379
H -2.000439 0.492328 -2.107083 -0.9 0.0 1.6 0.224
H -4.027348 2.217531 -1.871461 0.7 -1.4 1.3 0.311
H -5.546123 2.345714 0.296262 1.3 -1.3 0.0 0.351
H -5.068603 0.572966 2.306137 1.2 -0.3 -1.5 0.322
H -3.103699 -1.192322 2.146234 -0.2 1.0 -1.6 0.266
H -0.641142 -0.849063 1.887073 -0.2 -0.2 -1.0 0.473
H -0.040979 -2.353554 1.550153 0.0 0.8 -0.3 0.443
H 1.559122 -0.239576 1.818091 -1.0 -1.3 -1.2 0.439
```
Forces are in eV/Å.

## Properties
SMILES	C[C@H](F)C[C@H]1NC[C@H](c2ccccc2)[NH2+][C@H]1Br
total charge	+1
HOMO level	-12.2038	eV

***

Record 5
The molecule C10H11N3 in a non-equilibrium geometry, computed with ωB97M-V/def2-TZVPD.

Geometry as XYZ:
```
24
Properties=species:S:1:pos:R:3:forces:R:3:mulliken_charge:R:1
C -3.833412 -0.949509 0.001638 1.2 1.9 0.4 -0.797
N -2.339428 -1.140398 0.156024 2.4 -2.9 -3.2 -0.389
C -1.369604 -0.058135 0.006714 -5.3 2.1 1.7 0.336
C -1.800564 1.276548 0.258065 -1.8 0.9 -0.6 -0.292
C -0.890304 2.439738 -0.120065 -5.1 -0.4 1.8 -0.211
N 0.372042 2.291524 -0.237902 -0.6 0.3 0.8 -0.526
C 0.779645 1.007244 0.053631 1.4 2.3 -2.6 0.525
C 2.196295 1.017217 0.028875 0.0 2.2 -0.1 -0.671
C 2.879800 -0.148174 0.052620 2.7 -1.6 -0.7 1.007
N 4.266989 -0.297831 0.163503 1.5 7.8 2.1 -0.580
C 2.216217 -1.435506 -0.142386 1.6 2.1 1.3 -0.797
C 0.904071 -1.345992 -0.218950 -3.4 2.5 0.6 -1.010
C -0.025194 -0.084974 -0.094707 6.0 -4.9 -0.3 0.442
H -4.134658 -1.957696 -0.353428 -0.5 1.0 0.4 0.320
H -3.877618 -0.128334 -0.893602 -1.0 -1.7 2.4 0.339
H -4.362282 -0.666505 1.133730 1.5 -0.6 -3.7 0.203
H -2.056052 -2.007935 -0.625301 -0.8 3.4 3.2 0.293
H -2.949684 1.437798 0.647997 3.2 -0.1 -1.4 0.202
H -1.466713 3.475706 -0.172314 1.7 -2.1 -0.1 0.264
H 2.446367 2.185660 -0.144094 0.6 -3.3 0.8 0.257
H 4.980546 0.672628 0.485792 -3.4 -4.1 -1.5 0.254
H 4.830266 -1.053866 0.026502 0.9 -2.6 -0.6 0.150
H 2.847365 -2.325144 0.072768 -1.0 0.4 -0.6 0.302
H 0.385903 -2.204072 -0.085114 -1.7 -2.9 -0.1 0.376
```
Forces are in eV/Å.

## Properties
energy relative to the best compared isomer or geometry (same formula, charge and spin)	566.84	kJ/mol
SMILES	CNc1ccnc2cc(N)ccc12
HOMO level	-7.3973	eV

***

Record 6
A structure of composition C19H23MnNP in a non-equilibrium geometry, computed with ωB97M-V/def2-TZVPD.

Geometry as XYZ:
```
45
Properties=species:S:1:pos:R:3:forces:R:3:mulliken_charge:R:1
C -1.428876 -1.042543 -1.517270 1.8 0.2 -0.6 -0.784
Mn 0.196536 2.076857 0.180810 -0.9 -1.5 -0.3 -0.161
N 1.783700 1.450238 -1.429042 0.2 0.8 0.0 -0.755
H -1.235966 1.189184 0.295039 0.8 1.0 -0.2 0.059
H -1.897367 -0.707533 -0.592109 -0.6 -0.4 -0.3 0.193
H -1.919955 -1.844570 -2.174838 0.7 1.4 1.3 0.288
H -0.382175 -1.301206 -1.199527 -0.9 -0.7 -0.2 0.168
H -1.130741 -0.113986 -2.056906 -1.0 -0.5 -0.2 0.159
H 2.575463 0.993697 -0.922384 -0.8 0.7 -0.7 0.299
H 2.034280 2.438839 -1.691297 0.2 -1.6 0.0 0.347
H 1.595279 0.911250 -2.301824 0.1 0.7 1.0 0.262
C 1.010901 5.289150 4.228600 -0.4 -0.4 0.0 -0.439
C 1.599747 4.992848 2.976502 -0.1 0.5 0.8 -0.991
C 1.394460 3.744704 2.368257 -0.5 0.4 0.4 -0.336
C 0.569769 2.750583 2.975151 0.6 2.1 1.0 0.588
C -0.051254 3.099578 4.196504 0.1 0.0 -0.2 -0.112
C 0.152159 4.335137 4.820212 0.6 0.4 -0.5 -0.692
P 0.504709 1.131580 2.226067 0.1 -0.2 -0.3 1.580
C 2.125419 0.420644 2.571867 1.1 -0.4 0.3 0.177
C 2.790624 -0.414725 1.633447 -0.6 0.8 0.8 -0.567
C 4.086913 -0.836377 1.876724 0.9 -0.1 0.3 -0.626
C 4.776688 -0.479795 3.057733 -1.6 0.3 -0.5 -0.545
C 4.086125 0.309333 4.003247 1.2 -0.5 -0.2 -0.673
C 2.796749 0.768576 3.764445 -0.1 -0.3 -0.3 -0.044
C -0.718499 0.240875 3.183970 -1.0 -0.6 0.0 0.390
C -0.413527 -0.932425 3.883661 -0.1 0.1 0.2 -0.317
C -1.401427 -1.599682 4.621380 -0.7 0.4 0.1 -0.603
C -2.734004 -1.117427 4.633531 0.5 0.0 -0.3 -0.457
C -3.056566 0.029765 3.868565 0.4 -0.5 0.5 -0.629
C -2.049754 0.705606 3.165064 -0.4 -0.3 0.1 -0.498
H 1.171868 6.265862 4.744176 0.0 -1.0 -0.7 0.348
H 2.240022 5.783688 2.543708 -0.4 -0.8 0.0 0.353
H 1.888467 3.603959 1.401184 0.0 -0.3 0.2 0.190
H -0.710527 2.389045 4.680520 0.1 -0.1 0.0 0.358
H -0.328485 4.555764 5.781777 0.2 -0.2 -0.5 0.402
H 2.272202 -0.729085 0.732273 0.0 0.0 0.0 0.694
H 4.601680 -1.445027 1.126124 -0.2 0.2 0.3 0.385
H 5.792872 -0.831230 3.207881 -0.2 0.2 0.1 0.416
H 4.626924 0.550730 4.925288 -0.5 0.1 -0.3 0.379
H 2.311483 1.375231 4.532062 0.1 -0.1 -0.3 0.436
H 0.609861 -1.307137 3.865681 -0.3 0.0 0.1 0.352
H -1.142097 -2.473302 5.229613 -0.1 0.3 -0.4 0.392
H -3.518543 -1.642751 5.226079 0.8 0.5 -0.6 0.358
H -4.096904 0.382865 3.862598 0.6 -0.1 -0.1 0.389
H -2.332434 1.586315 2.577456 0.2 -0.3 0.2 0.267
```
Forces are in eV/Å.

## Properties
2S+1	4
energy relative to the best compared isomer or geometry (same formula, charge and spin)	39.38	kJ/mol
total charge	+1
HOMO level (spin up / spin down)	-11.6885 / -11.1231	eV
<S²>	3.93